DFT (the ωB97M-V functional and the def2-TZVPD basis) results for a structure of composition C41H31BBr2F4N4O4PSY.

Properties
* total charge: 0
* HOMO energy: -8.4057 eV
* LUMO energy: -0.82 eV

Cartesian coordinates (Å):
1 Y -0.245 -0.413 0.913
2 C 0.004 8.167 0.695
3 C -0.365 6.792 1.180
4 C -1.092 6.633 2.382
5 C -1.354 5.384 2.931
6 C -0.946 4.235 2.204
7 C -0.270 4.399 1.005
8 C -0.048 5.655 0.449
9 S -1.460 2.655 2.788
10 O -2.719 2.407 2.147
11 O -1.445 2.611 4.252
12 N -0.397 1.593 2.210
13 C 0.805 1.356 2.900
14 C 1.538 2.222 3.726
15 C 2.788 1.767 4.107
16 C 3.347 0.564 3.711
17 C 2.530 -0.225 2.940
18 N 1.285 0.134 2.583
19 H 0.863 8.555 1.237
20 H -0.864 8.842 0.875
21 H 0.232 8.216 -0.377
22 H -1.357 7.494 2.990
23 H -1.916 5.332 3.867
24 H 0.085 3.507 0.482
25 H 0.467 5.736 -0.475
26 H 1.066 3.158 4.057
27 H 3.364 2.454 4.736
28 H 4.346 0.268 4.028
29 H 2.845 -1.205 2.522
30 O 1.611 2.093 -1.431
31 C 1.823 0.888 -1.322
32 O 1.443 0.182 -0.297
33 C 2.496 0.116 -2.393
34 C 3.473 0.727 -3.158
35 C 4.069 0.072 -4.229
36 C 3.703 -1.237 -4.477
37 C 2.812 -1.888 -3.654
38 C 2.164 -1.227 -2.606
39 P 0.949 -2.167 -1.513
40 C 2.144 -3.216 -0.519
41 C 3.450 -2.769 -0.382
42 C 4.378 -3.641 0.197
43 C 4.027 -4.901 0.665
44 C 2.679 -5.266 0.691
45 C 1.761 -4.444 0.061
46 C 0.225 -3.419 -2.624
47 C -1.136 -3.211 -2.853
48 C -1.859 -4.034 -3.688
49 C -1.207 -5.026 -4.416
50 C 0.151 -5.255 -4.174
51 C 0.854 -4.496 -3.264
52 H 3.709 1.769 -3.010
53 H 4.795 0.584 -4.859
54 H 4.181 -1.777 -5.287
55 H 2.642 -2.912 -3.852
56 H 3.773 -1.790 -0.752
57 H 5.427 -3.344 0.153
58 H 4.781 -5.549 1.078
59 H 2.350 -6.161 1.182
60 H 0.725 -4.758 0.023
61 H -1.609 -2.410 -2.318
62 H -2.913 -3.810 -3.756
63 H -1.761 -5.653 -5.076
64 H 0.682 -6.028 -4.669
65 H 1.892 -4.659 -3.061
66 Br -5.074 1.246 -4.026
67 C -3.819 0.825 -2.732
68 C -2.466 0.670 -3.060
69 C -1.603 0.419 -2.020
70 N -1.972 0.252 -0.743
71 C -3.263 0.329 -0.435
72 C -4.219 0.651 -1.417
73 C -3.692 0.033 0.946
74 C -5.012 0.234 1.375
75 C -5.260 0.112 2.721
76 Br -6.932 0.567 3.546
77 C -4.231 -0.235 3.574
78 C -2.961 -0.448 3.045
79 N -2.694 -0.330 1.756
80 H -2.150 0.783 -4.070
81 H -0.543 0.349 -2.251
82 H -5.287 0.803 -1.140
83 H -5.798 0.441 0.683
84 H -4.340 -0.324 4.658
85 H -2.135 -0.804 3.678
86 F -0.715 -4.329 1.593
87 B -1.316 -3.107 1.708
88 F -0.379 -2.155 2.382
89 F -1.413 -2.493 0.398
90 F -2.498 -3.163 2.355

=====

DFT (the ωB97M-V functional and the def2-TZVPD basis) results for a structure of composition C41H31BiN3O5P.

Properties
* total charge: 0
* HOMO energy: -7.7042 eV
* LUMO energy: -0.11 eV

Cartesian coordinates (Å):
1 Bi -0.048 1.213 -1.180
2 C 4.536 0.934 -2.200
3 O 4.992 1.385 -0.928
4 C 4.264 1.251 0.225
5 C 5.029 1.211 1.373
6 C 4.450 1.136 2.639
7 C 3.087 1.096 2.751
8 C 2.263 1.113 1.609
9 C 0.855 1.011 1.858
10 N -0.125 0.939 1.024
11 N -1.360 0.710 1.564
12 C -2.329 0.626 0.698
13 O -2.196 0.774 -0.583
14 C -3.665 0.265 1.228
15 C -3.924 0.276 2.596
16 C -5.152 -0.152 3.073
17 C -6.128 -0.594 2.190
18 C -5.880 -0.589 0.825
19 C -4.656 -0.152 0.345
20 C 2.842 1.189 0.317
21 O 2.122 1.185 -0.781
22 H 5.340 1.178 -2.892
23 H 4.386 -0.150 -2.203
24 H 3.623 1.425 -2.513
25 H 6.105 1.253 1.261
26 H 5.081 1.100 3.516
27 H 2.624 1.058 3.730
28 H 0.557 0.941 2.902
29 H -3.150 0.620 3.268
30 H -5.348 -0.144 4.137
31 H -7.081 -0.945 2.565
32 H -6.644 -0.923 0.135
33 H -4.452 -0.144 -0.718
34 O 0.397 3.720 -2.888
35 C 0.154 4.181 -1.787
36 N -0.145 3.405 -0.690
37 C -0.383 4.188 0.431
38 O -0.650 3.794 1.541
39 C -0.229 5.616 -0.010
40 C -0.350 6.794 0.694
41 C -0.105 7.981 0.007
42 C 0.246 7.973 -1.338
43 C 0.357 6.779 -2.045
44 C 0.112 5.610 -1.358
45 H -0.617 6.789 1.743
46 H -0.182 8.926 0.528
47 H 0.441 8.913 -1.837
48 H 0.633 6.764 -3.091
49 C 3.851 -4.307 0.446
50 C 2.597 -4.897 0.535
51 C 1.462 -4.169 0.220
52 C 1.576 -2.852 -0.220
53 C 2.836 -2.268 -0.311
54 C 3.970 -2.989 0.034
55 P 0.116 -1.828 -0.670
56 C -0.367 -2.590 -2.276
57 C -0.351 -1.783 -3.413
58 C -0.696 -2.296 -4.656
59 C -1.063 -3.625 -4.775
60 C -1.068 -4.443 -3.653
61 C -0.719 -3.932 -2.414
62 C -1.096 -2.516 0.516
63 C -0.748 -2.479 1.869
64 C -1.619 -2.960 2.828
65 C -2.844 -3.496 2.447
66 C -3.198 -3.526 1.110
67 C -2.338 -3.016 0.146
68 H 4.736 -4.874 0.705
69 H 2.504 -5.927 0.854
70 H 0.486 -4.620 0.343
71 H 2.920 -1.238 -0.633
72 H 4.946 -2.523 -0.011
73 H -0.064 -0.744 -3.333
74 H -0.678 -1.653 -5.526
75 H -1.344 -4.025 -5.740
76 H -1.348 -5.484 -3.747
77 H -0.730 -4.584 -1.551
78 H 0.220 -2.088 2.162
79 H -1.348 -2.919 3.875
80 H -3.516 -3.901 3.192
81 H -4.149 -3.948 0.811
82 H -2.629 -3.027 -0.897

=====

DFT (the ωB97M-V functional and the def2-TZVPD basis) results for a structure of composition C41H31Cl5DyN7O5S2.

Properties
* 2S+1: 6
* total charge: 0
* HOMO energy (spin up / spin down): -7.5144 / -7.5144 eV
* LUMO energy (spin up / spin down): -0.96 / -0.90 eV
* expectation value of S²: 9.34

Cartesian coordinates (Å):
1 Dy 0.338 -1.034 -0.305
2 C 3.414 0.858 -0.818
3 C 3.090 1.559 0.493
4 C 2.734 0.682 1.669
5 C 3.140 0.992 2.989
6 C 2.897 0.066 3.995
7 C 2.198 -1.104 3.743
8 C 1.733 -1.242 2.479
9 N 2.011 -0.400 1.491
10 N 2.350 0.115 -1.555
11 C 1.570 1.123 -2.350
12 C 0.958 2.184 -1.462
13 C 1.376 3.496 -1.566
14 C 0.756 4.448 -0.705
15 C -0.187 4.028 0.207
16 C -0.434 2.634 0.284
17 N 0.070 1.778 -0.566
18 C 2.984 -0.793 -2.538
19 C 1.982 -1.695 -3.195
20 C 2.312 -2.240 -4.434
21 C 1.385 -3.057 -5.050
22 C 0.182 -3.376 -4.407
23 C -0.072 -2.742 -3.212
24 N 0.769 -1.892 -2.636
25 H 4.193 0.104 -0.598
26 H 3.825 1.616 -1.472
27 H 2.293 2.349 0.357
28 H 4.006 2.123 0.798
29 H 3.621 1.942 3.293
30 H 3.145 0.325 5.033
31 H 1.982 -1.790 4.553
32 H 1.101 -2.024 2.152
33 H 0.788 0.539 -2.883
34 H 2.242 1.636 -3.051
35 H 2.123 3.828 -2.290
36 H 1.022 5.506 -0.762
37 H -0.677 4.752 0.864
38 H -1.125 2.303 0.997
39 H 3.674 -1.427 -2.014
40 H 3.537 -0.223 -3.295
41 H 3.160 -1.902 -5.008
42 H 1.536 -3.509 -6.006
43 H -0.545 -4.089 -4.764
44 H -0.992 -2.922 -2.660
45 Cl 4.216 -2.244 0.309
46 C 3.004 -3.519 0.154
47 C 1.677 -3.156 0.009
48 C 0.792 -4.218 0.054
49 Cl -0.887 -3.799 -0.139
50 C 1.147 -5.562 0.208
51 Cl 0.037 -6.868 0.040
52 C 2.525 -5.864 0.370
53 Cl 3.126 -7.446 0.557
54 C 3.465 -4.819 0.353
55 Cl 5.081 -5.118 0.663
56 O -3.471 2.318 -7.346
57 C -3.334 1.002 -7.043
58 O -3.345 0.153 -7.906
59 C -3.093 0.709 -5.632
60 C -2.746 1.614 -4.688
61 C -2.461 1.200 -3.337
62 C -2.459 -0.136 -3.012
63 S -2.143 -0.663 -1.355
64 C -2.958 -1.059 -3.948
65 C -3.249 -0.634 -5.207
66 H -3.630 2.848 -6.528
67 H -2.638 2.678 -4.827
68 H -2.150 1.907 -2.578
69 H -3.038 -2.093 -3.713
70 H -3.501 -1.329 -5.977
71 O -2.891 5.270 4.986
72 S -2.215 4.788 6.199
73 O -0.803 4.489 6.072
74 O -2.564 5.443 7.446
75 C -2.962 3.134 6.260
76 N -3.808 2.755 7.182
77 C -4.252 1.484 7.125
78 C -3.915 0.556 6.151
79 C -3.071 1.064 5.199
80 N -2.604 2.297 5.247
81 C -2.454 0.355 4.022
82 C -1.247 0.925 3.547
83 C -0.706 0.388 2.439
84 N -1.135 -0.690 1.808
85 C -2.268 -1.216 2.253
86 C -2.934 -0.793 3.376
87 H -5.025 1.266 7.820
88 H -4.324 -0.464 6.121
89 H -0.819 1.787 4.058
90 H 0.156 0.950 2.074
91 H -2.681 -2.009 1.633
92 H -3.907 -1.209 3.707

=====

DFT (the ωB97M-V functional and the def2-TZVPD basis) results for a structure of composition C41H32Cl4N4O6V.

Properties
* 2S+1: 4
* total charge: -2
* HOMO energy (spin up / spin down): -1.2760 / -2.0611 eV
* LUMO energy (spin up / spin down): 4.06 / 4.06 eV
* expectation value of S²: 3.76

Cartesian coordinates (Å):
1 V -0.035 -0.523 1.791
2 Cl 3.662 -6.197 3.065
3 C 2.742 -4.960 2.259
4 C 2.495 -5.044 0.905
5 Cl 3.099 -6.386 -0.021
6 C 1.744 -4.037 0.274
7 Cl 1.395 -4.125 -1.429
8 C 1.244 -2.941 0.971
9 O 0.539 -1.993 0.428
10 C 1.510 -2.845 2.390
11 O 1.026 -1.823 3.026
12 C 2.244 -3.867 2.990
13 Cl 2.528 -3.747 4.703
14 C -1.992 1.997 -1.294
15 C -3.336 1.836 -0.998
16 C -3.702 0.950 0.002
17 C -2.712 0.265 0.696
18 N -1.406 0.514 0.487
19 C -1.066 1.348 -0.500
20 C -2.993 -0.851 1.626
21 C -4.268 -1.360 1.855
22 C -4.420 -2.453 2.685
23 C -3.295 -3.019 3.275
24 C -2.060 -2.466 3.003
25 N -1.911 -1.412 2.194
26 H -1.633 2.614 -2.110
27 H -4.093 2.333 -1.593
28 H -4.746 0.753 0.200
29 H -0.008 1.468 -0.698
30 H -5.125 -0.924 1.364
31 H -5.404 -2.869 2.863
32 H -3.369 -3.878 3.927
33 H -1.140 -2.847 3.431
34 C 3.252 2.288 0.992
35 C 2.066 1.706 1.731
36 O 1.608 0.655 1.269
37 C 1.537 2.382 2.902
38 C 2.187 3.544 3.370
39 C 1.765 4.241 4.472
40 C 0.630 3.774 5.163
41 C -0.036 2.659 4.747
42 C 0.371 1.903 3.596
43 O -0.317 0.886 3.269
44 H 3.458 1.649 0.138
45 H 4.132 2.330 1.636
46 H 3.038 3.299 0.642
47 H 3.058 3.901 2.836
48 H 2.291 5.128 4.801
49 H 0.278 4.308 6.040
50 H -0.909 2.292 5.271
51 C 4.578 4.373 -7.755
52 C 3.537 3.973 -6.741
53 C 3.882 3.713 -5.423
54 C 2.929 3.354 -4.474
55 C 3.351 3.059 -3.059
56 C 1.585 3.275 -4.846
57 C 1.217 3.546 -6.168
58 C -0.226 3.486 -6.598
59 C 2.197 3.878 -7.097
60 C 0.523 2.903 -3.805
61 O -0.396 3.733 -3.642
62 O 0.670 1.794 -3.241
63 H 5.579 4.096 -7.419
64 H 4.574 5.453 -7.926
65 H 4.400 3.890 -8.718
66 H 4.925 3.778 -5.123
67 H 4.417 3.254 -2.922
68 H 3.131 2.023 -2.807
69 H 2.790 3.672 -2.350
70 H -0.680 2.531 -6.330
71 H -0.311 3.620 -7.678
72 H -0.806 4.252 -6.083
73 H 1.905 4.069 -8.126
74 N -1.099 -0.738 -2.802
75 C -1.563 -1.639 -1.883
76 N -2.850 -1.856 -1.973
77 C -3.273 -1.033 -3.003
78 C -4.556 -0.810 -3.503
79 C -4.716 0.150 -4.486
80 C -3.623 0.886 -4.971
81 C -2.343 0.671 -4.495
82 C -2.188 -0.306 -3.521
83 H -0.192 -0.294 -2.768
84 H -0.892 -2.051 -1.136
85 H -5.397 -1.369 -3.110
86 H -5.705 0.350 -4.883
87 H -3.788 1.655 -5.716
88 H -1.502 1.264 -4.826